119
Properties=species:S:1:pos:R:3:lowdin_charge:R:1 method="wB97M-V/def2-TZVPD" mol_weight_g_mol=813.2 e_homo_ev=-4.18 gap_ha=0.217 charge=-1 spin_multiplicity=1
Nb -1.900 3.215 1.453 1.587
Cl -0.355 1.767 2.666 0.024
P 4.845 -4.320 2.968 0.388
P -4.146 -4.732 -4.469 0.381
F -0.748 5.729 2.906 -0.169
O -5.106 -5.951 -4.775 -0.189
O -3.206 4.314 0.544 -0.400
O -2.785 -5.485 -4.948 -0.252
O 5.762 -3.199 2.843 -0.210
O 3.730 -4.092 4.058 -0.185
O 4.553 -4.995 1.552 -0.198
O -4.121 -4.350 -3.068 -0.209
O -4.036 -3.458 -5.421 -0.194
O 5.514 -5.620 3.694 -0.250
N -2.828 3.493 3.279 -0.233
C 4.733 2.503 2.568 -0.219
C -1.540 -4.970 -4.469 -0.099
C -4.424 -3.378 0.839 -0.260
C -3.118 1.397 0.803 -0.339
C 5.140 1.380 3.526 -0.258
C 6.852 -5.962 3.343 -0.111
C -3.330 5.707 0.748 -0.340
C 2.691 -5.053 4.319 -0.078
C -4.364 -3.526 -6.814 -0.102
C 4.019 2.481 0.123 -0.210
C -5.289 -6.461 -6.106 -0.088
C -3.837 -1.996 0.466 -0.209
C 1.054 4.602 1.903 -0.337
C -2.989 0.134 1.658 -0.349
C 4.497 2.361 -1.338 -0.205
C -0.767 2.927 -0.486 -0.362
C 3.441 1.750 -2.264 -0.220
C 2.420 2.773 -2.779 -0.195
C -0.415 5.001 1.708 -0.419
C 4.773 -0.019 2.999 -0.112
C 1.987 5.808 1.681 -0.124
C -3.359 -4.481 0.821 -0.125
C 1.445 2.103 -3.773 -0.219
C 3.439 -5.880 1.365 -0.099
C -0.140 0.979 -2.104 -0.202
C -4.708 6.153 0.260 -0.232
C -4.149 -0.874 1.470 -0.217
C 5.175 2.305 1.111 -0.215
C -5.820 5.709 1.230 -0.101
C 0.007 1.965 -3.271 -0.225
C -0.055 1.578 -0.682 -0.319
H 5.153 3.444 2.931 0.101
H -5.555 -5.673 -6.808 0.058
H 0.980 1.627 -0.334 0.069
H -4.147 1.764 0.904 0.034
H -4.422 -1.295 2.441 0.093
H -4.718 7.230 0.095 0.098
H 3.115 -5.933 4.801 0.092
H 6.192 1.439 3.811 0.098
H -2.054 -0.367 1.401 0.066
H 1.405 2.695 -4.693 0.096
H -3.273 4.404 3.373 -0.041
H 5.593 -0.504 2.478 0.055
H 5.406 1.756 -1.356 0.101
H -5.022 -0.313 1.126 0.097
H -2.450 -4.128 1.313 0.064
H -3.098 -4.754 -0.201 0.057
H -0.083 3.772 -0.650 0.026
H 2.495 -5.339 1.426 0.086
H 3.650 2.613 2.631 0.104
H -0.568 1.573 -4.117 0.098
H 3.258 1.719 0.308 0.102
H -3.808 -4.328 -7.304 0.090
H 7.393 -5.093 2.969 0.080
H 3.574 3.468 0.264 0.103
H 4.722 3.360 -1.718 0.106
H -3.253 5.967 1.809 0.096
H -2.550 6.254 0.212 0.104
H 1.804 1.114 -4.071 0.100
H -1.049 0.385 -2.207 0.098
H -0.880 -5.819 -4.301 0.084
H -2.940 0.402 2.714 0.061
H -0.408 5.698 0.858 0.069
H -4.382 -6.963 -6.439 0.093
H 5.569 1.301 0.945 0.099
H -5.434 -3.671 -6.958 0.083
H 2.961 5.621 2.140 0.052
H -4.076 -2.575 -7.253 0.093
H 1.825 3.160 -1.951 0.097
H 7.341 -6.334 4.242 0.083
H 2.874 0.970 -1.754 0.100
H -5.375 5.280 2.130 0.059
H 1.307 3.783 1.233 0.053
H 3.946 1.359 -3.151 0.105
H 1.150 4.317 2.949 0.078
H -2.941 1.168 -0.254 0.036
H 2.119 6.000 0.616 0.063
H -0.414 2.946 -3.057 0.094
H -6.442 4.924 0.809 0.066
H 5.952 3.020 0.831 0.108
H -5.168 -3.649 0.089 0.093
H -6.106 -7.176 -6.060 0.091
H -2.753 -2.108 0.408 0.092
H 1.983 -4.574 4.988 0.095
H 4.564 1.531 4.442 0.096
H -3.715 -5.378 1.329 0.058
H 0.685 0.264 -2.214 0.094
H -4.871 5.633 -0.685 0.101
H -1.537 3.034 -1.258 0.036
H 1.573 6.678 2.191 0.063
H 4.439 -0.654 3.815 0.061
H -1.675 -4.425 -3.535 0.083
H -6.431 6.547 1.566 0.059
H 3.958 0.092 2.280 0.074
H 3.457 -6.686 2.102 0.089
H 2.940 3.591 -3.279 0.104
H -4.882 -3.366 1.828 0.090
H -4.213 -1.726 -0.519 0.105
H -2.169 3.439 4.052 -0.046
H -0.538 0.864 -0.012 0.040
H 3.537 -6.306 0.371 0.091
H 2.171 -5.341 3.408 0.061
H -1.090 -4.311 -5.214 0.085
H 6.857 -6.749 2.585 0.083